# C48H123N3O12

A 12-piece molecular cluster, C48H123N3O12 overall in a non-equilibrium geometry (ωB97M-V/def2-TZVPD, OMol25).

Structure (XYZ):
```
186
Properties=species:S:1:pos:R:3:forces:R:3
C 6.10680 14.69285 17.03233 0.689 1.247 2.016
O 6.74609 14.93877 18.30774 0.291 0.146 -0.639
C 6.49173 16.26031 18.79266 1.361 -1.315 -0.484
C 7.55042 16.60813 19.83826 0.211 0.786 -1.158
C 7.32736 18.06082 20.17366 0.123 0.233 3.808
N 8.93315 16.45716 19.35468 -0.817 -0.792 -0.854
H 5.06995 14.85230 17.25358 -0.915 -0.045 -0.715
H 6.32778 13.68732 16.82839 0.048 -1.350 -0.562
H 6.49512 15.35038 16.25025 -0.103 0.066 0.029
H 6.42240 16.92265 17.92343 0.416 0.378 0.242
H 5.56075 16.26805 19.30411 -1.225 0.118 0.436
H 7.34849 16.01426 20.71646 -0.051 -0.479 0.387
H 7.06365 18.64594 19.31191 -0.005 0.516 -0.085
H 8.19417 18.43692 20.78573 -0.291 -0.039 -1.319
H 6.60196 18.13772 21.06503 0.111 -0.014 -1.802
H 9.09037 15.48847 19.01675 0.143 0.966 0.649
H 9.57144 16.76693 20.07572 0.124 -0.408 0.012
C 13.97903 16.08483 15.39429 1.098 -0.764 -0.729
O 14.40718 15.66766 16.66536 -0.624 -0.184 0.259
C 13.28854 15.70542 17.53801 -0.419 -1.283 -0.970
C 13.74714 15.57589 18.94238 1.988 -0.511 1.054
C 14.44527 14.18909 19.22282 1.536 0.902 -1.552
N 12.61989 15.65402 19.80764 -0.922 -0.526 0.343
H 13.47578 17.00841 15.52589 -0.437 1.182 -0.323
H 13.29568 15.39275 14.89762 -0.296 -0.329 0.219
H 14.84484 16.15858 14.71604 -0.165 0.280 0.400
H 12.66927 16.58298 17.34105 0.223 0.565 0.285
H 12.56130 14.87120 17.31267 0.707 0.313 0.142
H 14.49821 16.38071 19.16177 -0.353 -0.506 -0.316
H 13.82078 13.39794 18.80009 0.234 -0.049 -0.081
H 14.53352 14.01374 20.27311 -0.174 0.045 0.840
H 15.54942 14.13599 18.83576 -2.151 0.133 0.274
H 11.96336 16.34835 19.53216 -0.526 0.663 -0.355
H 12.86904 15.83026 20.76046 0.309 -0.063 0.658
C 16.05411 15.11879 26.46189 -1.571 1.405 0.861
O 15.24232 15.73848 25.41842 0.620 -0.721 0.815
C 15.98650 16.12925 24.27422 0.513 1.158 1.620
C 15.04877 16.60695 23.21268 0.738 -0.220 -0.458
C 14.43324 17.94228 23.60333 -0.585 -0.203 0.246
N 14.05881 15.60680 22.80871 -1.357 0.624 1.426
H 16.40962 14.11648 26.17538 -0.502 0.259 0.285
H 15.46386 15.23125 27.46789 0.721 -0.959 -2.072
H 16.89555 15.75972 26.67667 0.698 0.206 -0.262
H 16.59816 17.06158 24.52466 -0.108 -1.309 -0.093
H 16.62747 15.31398 23.94181 0.169 -0.135 -0.132
H 15.74582 16.77316 22.38229 -0.340 0.141 -0.361
H 13.69097 17.82101 24.42317 0.652 0.137 -0.303
H 13.89367 18.30195 22.75104 -0.497 0.344 -0.547
H 15.18311 18.71537 23.84162 -0.233 -0.523 0.157
H 13.49619 15.40044 23.67816 0.726 0.074 -1.312
H 14.49371 14.73954 22.53957 0.265 -0.227 0.000
C 15.27584 12.77145 13.95364 0.714 0.038 0.895
C 15.80316 12.49006 15.39350 0.714 -0.536 0.167
O 16.93103 13.32445 15.63893 0.692 0.000 1.257
C 17.76792 12.88984 16.83816 -1.161 0.719 -2.926
C 19.04379 13.69268 16.71176 -0.672 2.267 0.648
H 15.02452 13.85765 13.88690 -0.088 -0.900 -0.063
H 16.13042 12.57896 13.26790 -0.725 0.007 0.279
H 14.42160 12.10544 13.70312 0.497 0.598 0.131
H 15.06412 12.64952 16.19565 -0.164 0.052 -0.384
H 16.18645 11.44008 15.51930 -0.671 0.460 -0.429
H 17.19423 13.01474 17.75154 0.010 0.140 0.122
H 17.91294 11.84474 16.59498 0.318 -0.459 0.593
H 19.65182 13.33144 15.88698 0.155 0.062 0.154
H 19.58596 13.79210 17.66302 0.140 -0.684 -0.283
H 18.79360 14.81008 16.54313 0.129 -1.751 -0.116
C 17.84676 19.82162 12.16605 0.995 1.689 0.838
C 16.73716 20.49560 12.87951 -1.222 1.207 -0.605
O 15.56730 19.73691 13.07294 0.798 -1.261 -1.078
C 14.63614 20.24120 13.94738 0.060 2.151 1.754
C 13.39760 19.41743 13.87692 0.116 -0.118 0.434
H 17.57748 19.68426 11.16336 -0.251 -0.731 -1.460
H 18.66609 20.59562 12.17416 -0.491 -0.904 -0.047
H 18.16584 18.95179 12.66694 0.472 -1.195 0.312
H 17.06750 20.91828 13.80327 0.263 0.208 0.869
H 16.48502 21.33290 12.21292 -0.249 0.373 0.318
H 15.03995 20.24404 14.98681 -0.105 -0.120 -0.337
H 14.40667 21.32801 13.74580 0.166 -0.676 -0.125
H 13.03684 19.50372 12.88200 -0.857 0.068 -0.837
H 12.63871 19.65584 14.63863 0.312 0.092 -0.375
H 13.72728 18.40465 13.99117 -0.076 -0.729 0.169
C 16.05633 11.47748 22.25004 -1.412 -0.046 0.562
C 15.44099 10.96518 23.53186 -0.573 0.418 1.006
O 15.95678 11.38334 24.79798 -1.027 0.590 -0.764
C 17.21915 10.89214 25.08411 -0.799 0.147 2.226
C 17.51285 11.19218 26.55673 -0.419 1.359 -0.854
H 17.09237 11.27030 22.28444 1.156 -0.449 -0.752
H 15.45208 11.00893 21.41862 1.113 0.617 0.619
H 15.93557 12.55710 22.27852 -0.022 0.202 -0.459
H 14.43010 11.31177 23.56887 -0.822 0.158 -0.022
H 15.39367 9.90577 23.59756 0.091 -1.285 -0.422
H 17.29563 9.85972 24.81113 0.266 -0.849 -0.110
H 17.90130 11.48480 24.60300 2.136 1.069 -1.917
H 18.57998 11.23698 26.70265 0.369 -0.226 0.296
H 17.03267 10.53373 27.22634 -0.389 -0.902 0.807
H 17.10984 12.21423 26.77219 0.365 -0.796 -0.202
C 9.87892 12.25665 18.54553 -0.536 -0.523 -2.165
C 9.81622 12.92611 17.12690 2.120 -1.602 0.994
O 10.46160 12.10630 16.10822 -0.681 -0.005 1.871
C 11.39330 12.69506 15.28115 1.489 1.120 -0.298
C 10.75493 13.37025 14.11146 -0.676 -0.564 -2.291
H 10.89867 12.02480 18.82412 0.084 -0.347 0.047
H 9.47589 12.94863 19.24416 -0.386 0.669 0.707
H 9.18245 11.39029 18.49159 0.876 0.231 0.380
H 8.80104 12.91711 16.87464 -1.538 0.938 -0.525
H 10.33345 13.87627 17.22019 -0.328 0.459 -0.455
H 12.10215 13.46231 15.73573 -0.904 -0.859 0.245
H 12.04380 11.88639 14.97140 0.195 -0.198 -0.313
H 10.14277 12.69451 13.48143 0.008 -0.192 0.747
H 11.41601 13.73264 13.31499 0.537 0.299 0.622
H 10.08528 14.16480 14.37405 -0.235 0.620 0.437
C 18.42457 15.77877 13.27933 -0.912 0.301 0.584
C 17.38257 15.32008 12.35215 -1.623 2.004 -0.589
O 16.31098 16.33317 12.21187 1.034 -1.501 0.002
C 15.46356 15.83997 11.19401 -1.001 2.146 0.430
C 14.24151 16.76543 11.03442 0.808 0.660 -0.256
H 18.74696 16.78672 13.11244 0.384 0.383 -0.114
H 18.13476 15.59252 14.29551 -0.247 0.313 0.620
H 19.12092 15.04407 13.05995 2.453 -0.982 -0.034
H 17.81764 15.20720 11.34852 -0.240 -0.414 0.122
H 16.96846 14.41451 12.78164 -0.198 -0.326 -0.536
H 15.95066 15.87933 10.22784 0.525 -0.303 -0.330
H 15.20235 14.84126 11.44431 -0.518 -1.138 -0.034
H 13.46376 16.71822 11.81046 0.593 0.160 0.070
H 13.76288 16.46649 10.11729 -0.377 -0.129 -0.496
H 14.62526 17.81903 10.84454 -0.617 -1.169 0.624
C 19.72365 16.35498 20.07855 0.522 0.578 0.385
C 18.44565 16.75608 19.45486 -1.661 -0.270 -0.815
O 18.71271 17.31308 18.15696 -0.532 0.592 1.519
C 17.50182 17.73913 17.51159 -0.197 -0.794 0.389
C 17.94632 18.17931 16.15181 -1.087 0.312 -0.396
H 19.63627 15.80795 21.03706 0.036 0.325 -0.625
H 20.34009 15.87175 19.35531 0.406 -0.974 -0.356
H 20.21683 17.31507 20.19684 0.452 0.056 0.679
H 17.71964 15.94363 19.26042 0.268 -0.133 0.370
H 17.93950 17.44094 20.16681 -0.014 0.197 -0.656
H 16.87378 16.82615 17.38863 0.036 0.476 0.083
H 16.89204 18.47619 18.09379 0.771 -0.304 -0.300
H 18.53487 17.34837 15.80029 0.422 -0.014 -0.533
H 18.51017 19.11226 16.14288 0.086 -0.109 0.097
H 17.06129 18.28492 15.49829 0.378 0.044 0.097
C 10.14085 20.78568 21.95086 -0.590 0.855 0.040
C 10.83357 19.55009 22.37027 -1.250 -1.731 -1.313
O 9.87827 18.47945 22.43044 0.503 0.496 0.494
C 10.47179 17.36974 23.06354 -0.226 -1.211 -0.982
C 9.32706 16.40859 23.39244 0.218 0.546 0.174
H 9.33223 20.92584 22.72440 0.622 0.265 -1.089
H 10.91671 21.53907 22.07418 -0.299 0.613 -0.047
H 9.75855 20.84910 20.91067 0.116 -0.325 0.714
H 11.63646 19.17599 21.71751 0.257 0.566 0.216
H 11.12294 19.73232 23.36786 1.130 0.026 1.218
H 11.21565 16.92861 22.35662 -0.426 -0.135 0.255
H 11.09836 17.61417 23.92599 -0.417 0.407 0.346
H 9.63216 15.63365 24.05693 0.518 -0.702 0.511
H 8.92333 15.91554 22.51638 -0.112 0.163 -0.291
H 8.53242 16.93838 23.92860 0.073 0.093 -0.301
C 16.93270 21.84608 16.62532 1.534 0.823 1.352
C 15.56025 21.93522 17.20559 -0.637 -0.926 0.518
O 15.29404 20.61142 17.74246 -0.070 0.020 -0.516
C 14.13202 20.46644 18.53603 -0.034 1.478 0.742
C 13.91296 19.05192 19.02377 -0.123 -0.409 0.262
H 17.62816 21.47519 17.42678 -0.478 0.428 -0.694
H 16.99656 21.13565 15.82624 -0.110 -0.225 -0.494
H 17.28116 22.85626 16.30669 -0.186 -0.763 0.033
H 15.50078 22.68791 18.03051 -0.105 -0.404 -0.650
H 14.86246 22.15736 16.37594 -0.182 0.090 0.618
H 14.26826 21.11904 19.40480 0.054 0.023 0.387
H 13.25089 20.93036 18.07773 -0.063 -0.490 -0.582
H 12.88235 18.91206 19.47314 1.107 0.175 -0.667
H 14.65194 18.78066 19.79816 -0.271 0.237 -0.168
H 14.10142 18.34214 18.21303 -0.403 0.036 -0.043
C 10.40478 20.05240 16.91357 0.438 -0.571 0.224
C 10.47805 18.54709 16.62757 -0.375 2.032 -2.195
O 9.41484 18.27495 15.72084 0.031 -0.037 0.314
C 9.51429 17.00798 15.09859 0.401 0.735 0.628
C 8.44762 16.95884 14.05753 -1.328 0.715 0.286
H 10.64943 20.68287 16.04769 -0.146 -0.310 0.193
H 9.39780 20.23512 17.24901 -0.459 0.363 0.007
H 11.06414 20.31027 17.74675 0.080 0.017 -0.108
H 11.39031 18.30658 16.09555 0.640 -0.231 0.171
H 10.36316 18.00738 17.51023 -0.121 -1.220 1.629
H 10.51982 16.91870 14.65026 -0.148 -0.089 -0.075
H 9.43420 16.20966 15.86211 -0.164 0.089 -0.283
H 8.48989 17.76182 13.31742 0.217 0.340 0.462
H 7.40540 16.94464 14.47521 1.008 -0.056 -0.256
H 8.61782 16.11136 13.47449 -0.097 -1.838 -0.912
```
Forces are in eV/Å.

Values from the calculation:
Energy relative to the best compared isomer or geometry (same formula, charge and spin), kcal per mole: 40.8
E_tot, eV: -80802.341
Orbital gap, eV: 9.45
SMILES string: COC[C@H](C)N.COC[C@H](C)N.COC[C@H](C)N.CCOCC.CCOCC.CCOCC.CCOCC.CCOCC.CCOCC.CCOCC.CCOCC.CCOCC
LUMO, eV: 0.50